8 unconnected molecules or ions with the total composition C4H24N2O9 at a distorted geometry, computed with wB97M-V/def2-TZVPD.

HOMO energy = -0.368 Eh
energy above the lowest of the compared OMol25 structures with the same formula, charge and spin = 0.0000 eV
calculated total energy = -953.54963 hartree

ORCA input file:
```
! RIJCOSX wB97M-V def2-TZVPD def2/J DEFGRID3
* xyz 0 1
N 2.824 0.638 0.345
C 2.042 0.869 1.579
C 1.041 -0.259 1.788
C -0.124 -0.268 0.787
N -1.046 0.859 1.040
C -0.818 -1.623 0.902
O -1.450 -1.976 1.874
O -0.729 -2.431 -0.142
H 3.675 1.182 0.306
H 2.290 0.891 -0.479
H 2.746 0.885 2.421
H 1.512 1.831 1.539
H 0.611 -0.230 2.810
H 1.580 -1.216 1.730
H 0.265 -0.140 -0.236
H -1.286 0.904 2.029
H -1.875 0.753 0.457
H -0.111 -2.132 -0.871
O 3.232 -1.656 -0.357
H 3.351 -2.299 0.351
H 3.074 -0.778 0.098
O 0.761 1.649 -2.422
H 0.472 2.202 -1.634
H 1.156 2.273 -3.039
O 1.049 -1.501 -1.890
H 1.135 -0.537 -1.919
H 1.893 -1.753 -1.441
O -1.570 0.817 -3.578
H -0.759 1.152 -3.125
H -1.355 -0.039 -3.974
O -3.330 0.467 -1.541
H -2.698 0.643 -2.272
H -3.603 -0.452 -1.616
O 0.051 3.005 -0.301
H -0.312 2.298 0.329
H -0.711 3.594 -0.446
O -1.759 -0.097 3.797
H -1.678 -0.420 4.698
H -1.737 -0.868 3.188
*
```

For each atom in turn, the Mulliken charge in e is: -0.429 -0.753 -0.415 2.051 -0.589 0.229 -0.711 -0.540 0.280 0.071 0.409 0.246 0.320 0.358 -1.523 0.274 0.322 0.503 -0.810 0.301 0.427 -0.785 0.449 0.286 -0.797 0.208 0.548 -0.786 0.447 0.324 -0.675 0.428 0.282 -0.772 0.475 0.316 -0.668 0.285 0.412

---

8 unconnected molecules or ions with the total composition C4H24N2O9 at a distorted geometry, computed with wB97M-V/def2-TZVPD.

HOMO energy = -0.349 Eh
energy above the lowest of the compared OMol25 structures with the same formula, charge and spin = 3.7736 eV
calculated total energy = -953.41095 hartree

ORCA input file:
```
! RIJCOSX wB97M-V def2-TZVPD def2/J DEFGRID3
* xyz 0 1
N 1.330 -0.191 1.321
C 0.636 0.751 2.320
C -0.184 1.928 1.546
C -1.065 1.528 0.348
N -1.873 0.316 0.631
C -2.506 -0.149 -0.445
O -3.098 -1.227 -0.456
O -2.978 0.741 -1.292
H 2.243 0.287 1.100
H 0.776 -0.327 0.520
H 1.321 1.121 3.084
H -0.205 0.273 2.792
H -0.778 2.244 2.349
H 0.455 2.689 1.218
H -0.427 1.544 -0.473
H -1.652 2.479 0.320
H -1.609 -0.235 1.416
H -2.225 1.145 -1.835
O 3.624 2.688 -0.341
H 3.054 2.381 -1.026
H 3.190 3.396 0.058
O 0.173 -2.129 -2.651
H 1.004 -2.444 -2.881
H -0.291 -2.745 -2.103
O 0.945 -2.971 -0.179
H 0.134 -3.156 0.176
H 1.253 -2.218 0.352
O -1.763 -1.526 3.027
H -1.449 -1.730 4.013
H -2.597 -2.138 2.955
O 2.362 -0.021 -3.215
H 3.249 0.053 -3.418
H 2.166 -0.481 -2.441
O 0.971 2.948 -2.281
H 1.057 2.118 -2.896
H 0.372 3.372 -2.816
O -1.603 -3.647 0.647
H -1.910 -2.681 0.636
H -2.102 -3.985 -0.079
*
```

For each atom in turn, the Mulliken charge in e is: -0.583 -0.752 -0.938 -0.912 0.266 0.625 -0.653 -0.493 0.219 0.416 0.420 0.173 0.443 0.408 0.752 0.255 0.141 0.364 -0.610 0.313 0.301 -0.576 0.290 0.293 -0.650 0.363 0.315 -0.654 0.281 0.294 -0.596 0.286 0.303 -0.619 0.320 0.266 -0.726 0.352 0.304

---

8 unconnected molecules or ions with the total composition C4H24N2O9 at a distorted geometry, computed with wB97M-V/def2-TZVPD.

HOMO energy (alpha / beta) = -0.509 / -0.502 Eh
energy above the lowest of the compared OMol25 structures with the same formula, charge and spin = 0.8323 eV
calculated total energy = -953.11191 hartree

ORCA input file:
```
! RIJCOSX wB97M-V def2-TZVPD def2/J DEFGRID3
* xyz 1 2
O -0.134 0.689 1.394
C 0.900 0.304 0.793
O 2.029 0.952 1.147
C 0.872 -0.628 -0.416
C -0.404 -0.426 -1.164
C -1.431 -1.623 -1.131
N -1.069 -2.596 -2.252
N 2.141 -0.248 -1.067
H 0.901 -1.648 -0.018
H -0.219 -0.131 -2.282
H -1.053 0.459 -0.724
H -2.408 -1.161 -1.316
H -1.468 -2.085 -0.113
H -0.483 -3.329 -2.007
H -1.930 -3.032 -2.560
H 1.967 0.458 -1.819
H 2.790 0.529 0.651
H 2.620 -1.000 -1.538
H -1.362 -0.504 2.234
H -2.247 -0.915 3.427
O -1.400 -1.228 2.884
H 1.113 -2.673 2.236
H 1.857 -3.819 1.483
O 1.389 -2.966 1.368
H -1.720 1.831 0.376
H -1.007 3.103 0.343
O -1.752 2.689 0.031
H -2.197 1.546 -2.737
H -1.753 2.426 -1.690
O -1.746 2.305 -2.679
H 1.017 3.335 -2.205
H 0.127 2.168 -2.409
O 1.031 2.390 -2.504
H 1.532 -1.532 4.086
H 0.007 -1.666 3.710
O 0.856 -2.094 3.859
H 1.253 3.002 0.200
H 0.639 3.468 1.683
O 0.741 3.651 0.726
*
```

For each atom in turn, the Mulliken charge in e is: -0.680 -0.024 -0.484 1.189 0.470 -0.826 -0.144 -0.819 0.200 0.533 -0.893 0.516 0.381 0.310 0.340 0.196 0.412 0.267 0.337 0.357 -0.709 0.356 0.284 -0.613 0.262 0.457 -0.731 0.262 0.469 -0.659 0.343 0.345 -0.671 0.298 0.406 -0.715 0.325 0.348 -0.694

---

Repeat the first record exactly.
8 unconnected molecules or ions with the total composition C4H24N2O9 at a distorted geometry, computed with wB97M-V/def2-TZVPD.

HOMO energy = -0.368 Eh
energy above the lowest of the compared OMol25 structures with the same formula, charge and spin = 0.0000 eV
calculated total energy = -953.54963 hartree

ORCA input file:
```
! RIJCOSX wB97M-V def2-TZVPD def2/J DEFGRID3
* xyz 0 1
N 2.824 0.638 0.345
C 2.042 0.869 1.579
C 1.041 -0.259 1.788
C -0.124 -0.268 0.787
N -1.046 0.859 1.040
C -0.818 -1.623 0.902
O -1.450 -1.976 1.874
O -0.729 -2.431 -0.142
H 3.675 1.182 0.306
H 2.290 0.891 -0.479
H 2.746 0.885 2.421
H 1.512 1.831 1.539
H 0.611 -0.230 2.810
H 1.580 -1.216 1.730
H 0.265 -0.140 -0.236
H -1.286 0.904 2.029
H -1.875 0.753 0.457
H -0.111 -2.132 -0.871
O 3.232 -1.656 -0.357
H 3.351 -2.299 0.351
H 3.074 -0.778 0.098
O 0.761 1.649 -2.422
H 0.472 2.202 -1.634
H 1.156 2.273 -3.039
O 1.049 -1.501 -1.890
H 1.135 -0.537 -1.919
H 1.893 -1.753 -1.441
O -1.570 0.817 -3.578
H -0.759 1.152 -3.125
H -1.355 -0.039 -3.974
O -3.330 0.467 -1.541
H -2.698 0.643 -2.272
H -3.603 -0.452 -1.616
O 0.051 3.005 -0.301
H -0.312 2.298 0.329
H -0.711 3.594 -0.446
O -1.759 -0.097 3.797
H -1.678 -0.420 4.698
H -1.737 -0.868 3.188
*
```

For each atom in turn, the Mulliken charge in e is: -0.429 -0.753 -0.415 2.051 -0.589 0.229 -0.711 -0.540 0.280 0.071 0.409 0.246 0.320 0.358 -1.523 0.274 0.322 0.503 -0.810 0.301 0.427 -0.785 0.449 0.286 -0.797 0.208 0.548 -0.786 0.447 0.324 -0.675 0.428 0.282 -0.772 0.475 0.316 -0.668 0.285 0.412

---

Q: Look up the calculated total energy of the third one.
A: -953.11191 hartree

---

Q: calculated total energy of number 3 (C4H24N2O9)?
A: -953.11191 hartree

---

Q: Which value of calculated total energy does entry 3 give?
A: -953.11191 hartree